1.
47
Properties=species:S:1:pos:R:3:forces:R:3:nbo_charge:R:1 method="wB97M-V/def2-TZVPD" molar_mass_da=575.16 lumo_energy_ev=-1.029 de_lowest_kcal_mol=0.0 charge=0 largest_force_ev_per_a=4.89 orbital_gap_ev=8.71
O -5.450035 0.974609 -2.199777 -0.1 -0.3 -0.2 -0.14
N -5.002189 -0.027347 -2.500458 0.0 0.4 0.5 0.43
O -4.446947 0.033795 -3.941358 0.2 0.8 0.3 -0.47
C -3.090224 0.094226 -4.036720 -0.4 -1.7 -1.8 0.30
O -2.515847 1.404741 -4.241950 0.1 -0.2 0.7 -0.69
S -0.930524 1.273066 -4.054034 0.4 1.5 0.2 2.55
O -0.212325 1.446783 -5.260661 -0.4 -0.7 -0.4 -0.89
O -0.578814 2.154176 -2.994827 0.0 -0.4 0.4 -0.92
O -0.899123 -0.266690 -3.631786 -0.2 -0.1 -0.2 -0.69
C -2.185243 -0.652193 -3.071901 1.1 1.1 0.6 -0.09
I -2.071231 -0.038840 -1.012083 -0.5 -0.3 0.2 0.18
H -2.891466 -0.398306 -5.000449 0.0 -0.2 0.1 0.19
H -2.258066 -1.730984 -3.099457 -0.1 0.0 -0.1 0.25
C 0.921163 -5.526576 2.912764 -0.2 -0.1 0.1 -0.26
O 0.677535 -5.313981 1.507831 1.5 0.9 1.8 -0.78
P 0.862606 -3.838690 0.884789 -1.3 0.0 -4.7 2.51
O -0.451994 -3.220797 0.706123 -0.1 0.1 0.7 -1.08
O 1.530362 -4.346489 -0.498535 0.1 -0.1 0.1 -0.83
C 1.277316 -5.616840 -1.082071 -0.1 0.1 -0.1 -0.24
O 1.962158 -2.685914 1.049185 0.2 -0.9 2.2 -0.75
C 2.935740 -2.754357 2.106656 0.1 0.0 0.0 -0.26
H 0.729035 -6.574849 3.121426 0.0 0.0 -0.1 0.20
H 1.956957 -5.300702 3.169283 0.0 0.0 0.0 0.18
H 0.248346 -4.912915 3.513804 0.0 0.0 0.0 0.19
H 0.211526 -5.762786 -1.265545 0.0 0.0 0.1 0.18
H 1.661593 -6.419197 -0.454287 -0.1 0.0 0.0 0.18
H 1.805374 -5.635787 -2.033332 0.0 0.1 0.0 0.19
H 3.543066 -3.658406 2.020100 0.0 0.0 0.0 0.18
H 2.450484 -2.725210 3.083401 0.0 0.0 0.0 0.18
H 3.579949 -1.886071 2.010596 0.0 0.0 -0.1 0.21
C -0.637460 3.995345 -0.299293 -0.1 -0.2 0.0 -0.26
O -0.766538 4.165730 1.133903 1.6 0.0 -1.6 -0.79
P 0.329225 3.483863 2.081219 -1.0 0.2 4.1 2.53
O -0.211453 2.254822 2.665248 0.1 -0.3 -0.5 -1.09
O 0.467657 4.687111 3.141344 0.0 0.2 -0.2 -0.82
C -0.595895 5.577603 3.452282 0.0 -0.1 0.2 -0.24
O 1.908110 3.331006 1.882695 -0.5 0.2 -2.1 -0.77
C 2.509957 3.704364 0.629610 0.1 0.0 0.0 -0.26
H -1.467727 4.505533 -0.776740 -0.1 0.0 0.1 0.21
H 0.297251 4.429547 -0.654211 -0.1 0.0 0.0 0.18
H -0.670850 2.937138 -0.551295 0.0 0.0 -0.1 0.21
H -1.472438 5.035160 3.809580 0.0 0.0 -0.1 0.18
H -0.858589 6.186884 2.588739 -0.1 0.0 0.0 0.18
H -0.237323 6.230955 4.244886 0.0 0.0 0.0 0.19
H 2.332384 4.759374 0.409519 0.0 0.0 0.0 0.18
H 2.125205 3.088562 -0.184905 0.1 0.0 0.0 0.19
H 3.579299 3.539532 0.720694 0.0 0.0 0.1 0.20

---

2.
30
Properties=species:S:1:pos:R:3:forces:R:3:nbo_charge:R:1 method="wB97M-V/def2-TZVPD" molar_mass_da=144.26 lumo_energy_ev=0.562 de_lowest_kcal_mol=99.7 charge=0 largest_force_ev_per_a=0.45 orbital_gap_ev=7.06
C -1.124527 -1.758612 0.367775 -0.2 0.1 0.1 -0.06
C 0.100836 2.701334 0.150673 0.0 -0.1 0.0 -0.43
C -2.148329 -2.248028 1.413593 0.1 0.0 -0.2 -0.61
C -1.876017 -1.209028 -0.867824 0.1 0.0 0.2 -0.64
N -0.049734 1.255866 -0.029835 0.3 -0.3 -0.1 -0.54
H -0.693341 1.060420 -0.790667 0.0 0.0 0.0 0.38
H -0.580358 -2.651175 0.027782 0.0 0.0 0.0 0.17
H 0.834935 2.883930 0.937334 0.0 0.0 0.0 0.20
H 0.459635 3.152232 -0.776257 0.0 0.0 0.0 0.20
H -0.832966 3.199930 0.434327 0.1 -0.1 0.0 0.20
H -2.831325 -2.995201 0.995817 0.0 0.0 0.0 0.19
H -1.624760 -2.684043 2.264826 0.0 0.0 0.0 0.22
H -2.749511 -1.410943 1.781443 0.0 0.0 0.0 0.19
H -2.482660 -0.334544 -0.610153 0.0 0.0 0.0 0.19
H -2.557552 -1.956952 -1.282350 0.0 0.0 0.0 0.21
H -1.175586 -0.929581 -1.660004 0.0 0.0 0.0 0.19
C 1.583643 -0.069915 -0.631726 -0.3 0.2 0.1 0.17
C 1.732461 0.597332 -1.968146 0.0 0.1 0.0 -0.68
C 2.602050 0.244940 0.410768 0.0 0.0 0.0 -0.70
C -0.446452 0.439891 1.173438 -0.1 -0.1 -0.1 -0.07
N -0.120404 -0.902820 0.970979 0.2 0.2 -0.2 -0.67
H 1.333344 -1.114513 -0.700056 0.0 0.0 0.0 0.22
H 1.907039 1.671908 -1.892360 0.0 0.0 0.0 0.20
H 2.603497 0.156820 -2.473139 -0.1 0.0 0.1 0.23
H 0.871839 0.421922 -2.615891 0.0 0.0 0.0 0.22
H 3.585851 -0.092544 0.054549 -0.1 0.0 0.0 0.23
H 2.371885 -0.272691 1.339013 0.0 0.0 0.0 0.26
H 2.683808 1.318079 0.596419 0.0 0.0 0.0 0.21
H 0.134512 0.876534 1.997242 0.0 0.0 0.0 0.17
H -1.511813 0.649452 1.382428 0.0 0.0 0.0 0.17

---

3.
31
Properties=species:S:1:pos:R:3:forces:R:3:nbo_charge:R:1 method="wB97M-V/def2-TZVPD" molar_mass_da=172.35 spin_multiplicity=3 lumo_energy_ev="0.476 / -2.959" charge=0 largest_force_ev_per_a=6.91 orbital_gap_ev="3.70 / 5.10"
C 0.339425 3.021391 -1.448682 1.7 4.2 -1.8 -0.65
C 0.384506 1.695865 -1.632432 -0.9 -5.5 2.0 -0.89
C 0.755092 -1.819374 1.207107 -1.7 -1.8 -2.6 -0.62
C 0.846540 -1.963745 -1.474764 0.1 -2.1 -1.3 -0.64
C 2.411977 -0.658523 -0.283929 -0.5 1.9 1.6 -0.60
C -1.196612 0.965153 2.426462 -0.4 -0.6 -1.0 -0.48
C -2.987729 0.591768 -0.990028 4.0 5.5 1.3 -0.40
C 0.954779 -1.168627 -0.192108 -0.1 1.7 -0.2 -0.50
N -0.218472 1.332691 1.455698 -1.5 -1.6 -1.0 -0.42
N -1.916452 -0.261445 -0.436016 0.4 0.7 0.1 -1.12
Si -0.243579 0.349640 -0.376590 1.2 1.3 -2.3 1.78
H 1.015268 3.580077 -2.226275 -1.5 -0.4 1.7 0.18
H -0.206352 3.617552 -0.714675 0.1 -0.3 -0.3 0.17
H 1.035363 1.207713 -2.395065 -0.5 0.5 0.7 0.22
H 1.084935 -1.047378 1.861536 1.0 -0.2 1.1 0.21
H -0.368239 -1.901668 1.433422 1.5 -0.5 -0.4 0.20
H 1.257014 -2.867076 1.102452 -0.7 1.9 1.2 0.22
H 0.037236 -2.742595 -1.580229 0.6 0.9 0.3 0.21
H 1.817418 -2.494572 -1.591478 -0.5 -0.4 0.3 0.21
H 0.901092 -1.397013 -2.435251 -0.6 0.2 0.9 0.24
H 2.623579 -0.221791 -1.267251 -0.2 0.4 0.5 0.23
H 2.592322 0.079257 0.592426 0.1 -0.9 -1.7 0.20
H 3.114098 -1.460231 -0.200145 0.4 -0.9 0.4 0.20
H -1.108504 1.499090 3.332760 0.5 0.5 1.2 0.21
H -2.209578 1.268960 2.057053 0.5 -0.5 -0.1 0.26
H -1.118718 -0.117428 2.545006 -0.6 0.1 0.2 0.23
H -3.440894 1.287290 -0.182419 0.5 -1.3 -1.2 0.17
H -2.565472 1.372939 -1.835074 -0.9 -1.9 1.9 0.20
H -3.668768 0.016189 -1.417181 -3.3 -2.4 -1.7 0.19
H -0.013223 2.294576 1.544140 0.9 1.4 -0.3 0.37
H -2.028988 -1.175375 -0.862002 0.5 0.0 0.4 0.40

---

4.
31
Properties=species:S:1:pos:R:3:forces:R:3:nbo_charge:R:1 method="wB97M-V/def2-TZVPD" molar_mass_da=158.27 lumo_energy_ev=-3.571 de_lowest_kcal_mol=89.5 charge=+1 largest_force_ev_per_a=5.70 orbital_gap_ev=9.62
C -1.362089 -0.770683 2.568743 -2.0 2.2 0.6 -0.43
N -0.181927 -0.229135 1.942116 1.0 1.9 0.6 -0.50
N -0.059541 0.324553 0.645131 2.9 -4.5 -0.1 -0.28
C 0.883419 -0.723692 -0.151158 -3.5 4.5 0.8 0.67
N 1.134156 -1.751079 0.560891 2.8 -0.7 -2.1 -0.72
C 1.378748 -0.100339 -1.401154 0.6 0.2 0.0 -0.34
C 2.053765 -1.086642 -2.303277 1.1 -1.0 -2.4 -0.62
C 2.315236 1.081087 -0.839845 -3.5 -2.0 0.7 -0.54
C -1.128301 0.944196 -0.095783 1.1 -1.6 -2.3 -0.06
C -1.999113 1.761394 0.708779 -0.2 0.8 1.3 -0.62
C -1.971465 -0.054413 -0.931122 0.8 -0.9 -0.1 -0.64
H -1.964646 -0.032684 3.239603 1.3 -1.0 -1.0 0.21
H -2.081391 -1.007685 1.810367 -0.3 -0.8 -0.4 0.22
H -1.058263 -1.582469 3.181594 -0.1 -1.0 0.4 0.22
H 0.292723 0.446002 2.541970 -0.2 -0.4 0.0 0.39
H 2.012758 -2.313859 0.512303 -1.3 0.5 -0.3 0.45
H 0.719271 -1.497156 1.432035 -0.9 -0.2 2.6 0.43
H 0.599709 0.431005 -1.900709 -0.8 -0.1 -0.3 0.25
H 1.373013 -1.646380 -3.065396 1.0 1.2 1.5 0.25
H 2.529051 -1.870214 -1.706261 0.1 0.0 -0.2 0.20
H 2.907510 -0.618532 -2.914881 -1.4 -0.6 0.9 0.25
H 1.565815 1.741592 -0.346664 1.5 -0.1 -0.1 0.23
H 2.892664 0.450313 -0.233596 1.6 0.4 1.7 0.20
H 2.877704 1.482190 -1.600200 1.1 1.1 -1.7 0.23
H -0.514805 1.608784 -0.763927 -1.1 -0.4 0.2 0.21
H -1.423319 2.563279 1.114267 0.0 0.7 0.8 0.22
H -2.700838 2.166415 0.048891 -1.2 0.9 -1.0 0.24
H -2.582345 1.214759 1.431611 0.1 -0.1 0.5 0.22
H -1.452153 -1.039051 -1.119916 -0.3 1.1 0.1 0.21
H -2.117258 0.441412 -1.877950 -0.5 -0.2 -0.5 0.23
H -2.938088 -0.332968 -0.486456 0.3 0.4 0.0 0.23